Record 1
Here is the molecule C2H3FO2S in a non-equilibrium geometry from the Open Molecules 2025 dataset. Energies are from wB97M-V/def2-TZVPD.

The value obtained for the energy relative to the best compared isomer or geometry (same formula, charge and spin) is 291.3 kJ/mol. The SMILES is O=S(=O)=CCF. The energy is -19766.926 eV. Its frontier orbital gap (alpha / beta) is 9.036 / 9.035 eV. As for the total charge: 0.

Last column: natural (NBO) charge in e.
Cartesian coordinates (Å):
O: -3.4194 0.6758 0.5719  -0.83
S: -2.3456 -0.1745 0.1734  2.06
O: -2.4514 -1.3871 -0.5939  -0.83
C: -0.8835 0.6760 0.0668  -0.67
C: 0.3928 -0.3094 0.0174  0.01
F: 0.6119 -0.9954 1.1976  -0.36
H: -0.8167 1.4319 0.8706  0.25
H: 1.3331 0.4872 -0.1694  0.17
H: 0.5833 -1.0220 -0.7784  0.20

Record 2
Here is a structure of composition C2H3FO3P in a non-equilibrium geometry from the Open Molecules 2025 dataset. Energies are from wB97M-V/def2-TZVPD.

The value obtained for the energy relative to the best compared isomer or geometry (same formula, charge and spin) is 401.7 kJ/mol. The energy is -20271.104 eV. Its frontier orbital gap is 7.705 eV. As for the total charge: -1.

Last column: natural (NBO) charge in e.
Cartesian coordinates (Å):
C: 1.3051 -0.5882 -0.0925  0.73
C: 0.7695 0.9574 -0.1621  -0.04
O: 0.5636 -1.2585 0.6432  -0.77
O: 2.2700 -0.8506 -0.8114  -0.71
O: -1.9816 -1.0053 0.0227  -1.04
F: 1.3630 1.8572 0.6790  -0.38
P: -1.2529 0.1433 0.8907  0.73
H: 0.5830 1.4669 -1.1523  0.14
H: -1.2865 -1.6292 -0.2556  0.50
H: -2.3332 0.9072 0.2384  -0.17

Record 3
Here is the molecule C2H3FS2 in a non-equilibrium geometry from the Open Molecules 2025 dataset. Energies are from wB97M-V/def2-TZVPD.

The value obtained for the energy relative to the best compared isomer or geometry (same formula, charge and spin) is 83.9 kJ/mol. The SMILES is C=CSSF. The energy is -26508.985 eV. Its frontier orbital gap is 9.668 eV. As for the total charge: 0.

Last column: natural (NBO) charge in e.
Cartesian coordinates (Å):
C: -1.6399 0.2053 0.1438  -0.39
C: -0.3898 -0.0816 -0.1843  -0.31
S: 0.9104 1.0453 0.3379  0.12
S: 2.5121 -0.0004 -0.5233  0.47
F: 2.8695 -1.2334 0.4575  -0.49
H: -2.4957 -0.2708 -0.1069  0.21
H: -1.7523 1.0975 0.7000  0.19
H: -0.0143 -0.7618 -0.8247  0.21

Record 4
Here is a structure of composition C2H3FeO3 in a non-equilibrium geometry from the Open Molecules 2025 dataset. Energies are from wB97M-V/def2-TZVPD.

The value obtained for the energy relative to the best compared isomer or geometry (same formula, charge and spin) is 221.0 kJ/mol. As for the spin multiplicity: 6. The energy is -42648.514 eV. Its frontier orbital gap (alpha / beta) is 10.395 / 8.548 eV. As for the total charge: 0. As for the expectation value of S²: 8.78.

Last column: natural (NBO) charge in e.
Cartesian coordinates (Å):
O: -0.4359 1.3438 0.0536  -0.86
C: -1.3908 0.4678 0.2802  0.34
C: -1.6871 -0.6627 -0.6040  -0.14
O: 2.6239 -0.3909 -0.2813  -0.85
Fe: 0.9982 0.0465 0.2751  1.60
H: -2.6484 -1.1792 -0.5420  0.20
H: -1.2003 -0.6943 -1.5843  0.20
O: -0.8207 -0.9357 0.5223  -0.65
H: -2.1496 0.7192 1.0342  0.17

Record 5
Here is a cluster of 2 separate species, C2H3I2NO in total in a non-equilibrium geometry from the Open Molecules 2025 dataset. Energies are from wB97M-V/def2-TZVPD.

The value obtained for the energy relative to the best compared isomer or geometry (same formula, charge and spin) is 375.1 kJ/mol. The energy is -21857.486 eV. Its frontier orbital gap is 7.507 eV. As for the total charge: 0.

Last column: natural (NBO) charge in e.
Cartesian coordinates (Å):
C: 1.9308 0.8664 0.1491  0.24
C: -0.6099 -0.1232 -1.5499  -0.26
N: 0.8323 0.4775 -0.0406  -0.28
O: -0.3949 -0.0263 -0.1852  -0.31
I: 1.0277 -0.3952 4.5282  0.00
I: -0.9673 -0.2894 2.6978  0.01
H: -0.4565 0.8732 -1.9498  0.20
H: -1.6165 -0.6813 -1.6224  0.22
H: 0.2543 -0.7016 -2.0273  0.19

Record 6
Here is a cluster of 2 separate species, C2H3I2NO2P in total in a non-equilibrium geometry from the Open Molecules 2025 dataset. Energies are from wB97M-V/def2-TZVPD.

The value obtained for the energy relative to the best compared isomer or geometry (same formula, charge and spin) is 47.2 kJ/mol. The energy is -33199.547 eV. Its frontier orbital gap is 6.903 eV. As for the total charge: -1.

Last column: natural (NBO) charge in e.
Cartesian coordinates (Å):
C: 1.5523 -1.9203 1.1955  1.02
C: 0.1885 -0.0461 -1.7023  0.11
N: -0.6534 -0.1380 -0.8616  -0.66
O: 0.9185 -1.5873 2.0767  -0.50
O: 2.2129 -2.4872 0.4918  -0.52
P: -0.8382 0.9132 0.5519  0.46
I: 1.7027 1.7148 -1.9680  -0.33
I: -2.0994 2.7282 2.2687  -0.68
H: 0.4281 -0.5387 -2.6202  0.19
H: -1.7838 -0.0688 0.9586  -0.04
H: -1.6283 1.4302 -0.3912  -0.05

Record 7
Here is the molecule C2H3I3Si in a non-equilibrium geometry from the Open Molecules 2025 dataset. Energies are from wB97M-V/def2-TZVPD.

The value obtained for the energy relative to the best compared isomer or geometry (same formula, charge and spin) is 248.7 kJ/mol. The SMILES is ICC=[Si](I)I. The energy is -34301.882 eV. Its frontier orbital gap (alpha / beta) is 6.555 / 6.556 eV. As for the total charge: 0.

Last column: natural (NBO) charge in e.
Cartesian coordinates (Å):
I: 1.2868 -1.5219 -1.8724  -0.25
C: -0.0173 -0.3150 -0.0807  -0.34
C: 0.8285 0.3232 0.8540  -0.91
Si: 1.0290 -0.4905 2.4354  0.99
I: 1.7371 0.5011 4.6122  -0.11
I: 0.0264 -2.6902 2.9726  -0.10
H: -0.3975 0.3476 -0.7571  0.21
H: -0.7982 -1.0813 0.1051  0.23
H: 1.0864 1.3728 0.6159  0.27

Record 8
Here is the ion C2H3IN with charge +1 in a non-equilibrium geometry from the Open Molecules 2025 dataset. Energies are from wB97M-V/def2-TZVPD.

The value obtained for the energy relative to the best compared isomer or geometry (same formula, charge and spin) is 108.0 kJ/mol. The SMILES is C=[N+]=CI. The energy is -11703.257 eV. Its frontier orbital gap is 8.363 eV. As for the total charge: +1.

Last column: natural (NBO) charge in e.
Cartesian coordinates (Å):
C: 1.2558 0.6801 0.0138  0.12
N: 0.0861 -0.0493 0.1266  -0.26
C: -0.9590 -0.6610 0.0085  0.03
I: -2.7663 0.2977 0.0369  0.38
H: 1.4173 0.8386 -0.9789  0.23
H: 1.9293 0.5977 0.7552  0.24
H: -0.9632 -1.7038 0.0378  0.26